The following is a DFT calculation (ωB97M-V/def2-TZVPD) of one molecule with the formula C3H7N3O in a non-equilibrium geometry.

LUMO   0.45 eV
Total energy   -357.848213 hartree
SMILES   [H]/N=C\N(O)/C=N/C
Kohn-Sham gap   9.5 eV
HOMO level   -9.0 eV
Relative energy (zero: lowest compared OMol25 entry of this formula, charge and spin)   529.5 kJ/mol

```
! RIJCOSX wB97M-V def2-TZVPD def2/J DEFGRID3
* xyz 0 1
H 1.91283 -1.18841 -0.16725
N 1.42448 -1.90782 -0.90082
C 0.19025 -1.67150 -1.18424
N -0.55169 -0.38685 -1.07972
O -1.62913 -0.29287 -1.95897
C -0.21143 0.56984 -0.09304
N 0.71146 0.33283 0.77126
C 0.57288 1.33179 1.80214
H -0.16641 -2.15539 -2.07016
H -2.51653 -0.70824 -1.64098
H -1.15039 1.32026 -0.10826
H 1.54491 2.02952 1.97154
H 0.26525 0.91215 2.82236
H -0.39648 1.81468 1.83615
*
```

The following is a DFT calculation (ωB97M-V/def2-TZVPD) of C17H20AuIN2O5Se as an isolated structure in a non-equilibrium geometry.

Expectation value of S²   2.01
LUMO (spin up / spin down)   -0.83 / -1.90 eV
Total energy   -3980.307097 hartree
Kohn-Sham gap (spin up / spin down)   6.8 / 6.0 eV
HOMO level (spin up / spin down)   -7.6 / -7.9 eV
Relative energy (zero: lowest compared OMol25 entry of this formula, charge and spin)   83.1 kJ/mol

```
! RIJCOSX wB97M-V def2-TZVPD def2/J DEFGRID3
* xyz 0 3
Au 0.43788 -0.67123 1.67034
O -0.57952 -2.36773 5.51464
C -0.40382 -1.90163 4.44324
O 0.09218 -0.94043 3.88454
C -1.30322 -2.99933 3.09304
O -2.01592 -3.73983 3.67234
O -0.90952 -2.62233 2.02444
I 3.06938 -0.46283 1.78164
C -2.32112 1.00827 4.73444
N -1.04692 1.61477 4.47364
C -0.16112 2.09647 5.39344
C 0.86718 2.65927 4.70994
N 0.60378 2.51417 3.37994
C 1.37248 3.03457 2.28434
C -0.55712 1.85287 3.24694
Se -1.35142 1.36977 1.65264
H -2.44192 0.86427 5.80434
H -2.39682 0.04467 4.22674
H -3.11492 1.65827 4.35674
H -0.33242 2.00627 6.44694
H 1.75648 3.14367 5.06014
H 2.17368 3.65867 2.66964
H 0.71618 3.62227 1.63964
H 1.80718 2.22897 1.69124
C 0.92968 -1.15953 -6.89776
C 0.59408 -1.01343 -5.45036
C 1.22838 -1.77823 -4.48446
C 0.98308 -1.59523 -3.13436
C 1.71088 -2.45853 -2.16766
C 0.05348 -0.59913 -2.73026
C -0.15652 -0.33413 -1.34256
O 0.45398 -0.92633 -0.44286
C -0.65542 0.13757 -3.71496
C -1.70842 1.14407 -3.36416
C -0.36472 -0.08563 -5.04466
H 1.53638 -2.04253 -7.08116
H 1.49728 -0.28643 -7.22376
H 0.02958 -1.22303 -7.50736
H 1.93868 -2.53213 -4.79026
H 2.24378 -3.24923 -2.68926
H 1.02328 -2.90753 -1.45566
H 2.43048 -1.87623 -1.59286
H -0.89732 0.43897 -1.08776
H -1.32342 1.92387 -2.70786
H -2.54762 0.65837 -2.86566
H -2.07242 1.61437 -4.27486
H -0.88762 0.47817 -5.80426
*
```

The following is a DFT calculation (ωB97M-V/def2-TZVPD) of a 2-piece molecular cluster, C4H15N2O overall in a non-equilibrium geometry.

LUMO   -3.01 eV
Total energy   -345.912025 hartree
Kohn-Sham gap   10.1 eV
HOMO level   -13.1 eV
Relative energy (zero: lowest compared OMol25 entry of this formula, charge and spin)   88.4 kJ/mol

```
! RIJCOSX wB97M-V def2-TZVPD def2/J DEFGRID3
* xyz 1 1
C 0.26282 1.07924 -0.03508
C -0.11645 0.11218 -1.16994
C -1.40180 -0.77597 -0.95422
C -1.83920 -1.10157 0.48287
N -2.59985 0.01482 1.08238
N 1.23175 0.44218 0.97391
H -0.60797 1.21013 0.59744
H 0.66556 2.02719 -0.37129
H -0.25688 0.57642 -2.14236
H 0.77102 -0.52429 -1.28961
H -1.32652 -1.67838 -1.56107
H -2.19790 -0.27616 -1.51848
H -2.43114 -2.01563 0.40528
H -0.99078 -1.30281 1.11781
H -3.51324 0.04662 0.63848
H -2.85632 -0.27090 2.03255
H 0.86039 -0.47257 1.21186
H 2.16935 0.25315 0.54248
H 1.23308 1.02005 1.79571
H 4.18338 0.93138 -0.55316
H 3.73178 -0.42733 -1.18008
O 3.54279 0.20908 -0.51041
*
```